This record from OMol25 describes C4H5NO2 in the gas phase. The level of theory is ωB97M-V with the def2-TZVPD basis set.

Computed properties:
- relative energy (zero: lowest compared OMol25 entry of this formula, charge and spin) (kJ/mol) = 135.9
- gap between HOMO and LUMO (hartree) = 0.335
- HOMO level (Eh) = -0.313
- LUMO (Ha) = 0.0221
- E (eV) = -9812.907
- F_max (eV/A) = 0.6
- structure (SMILES) = [H]/N=C1/CC(O)=CO1

ORCA input file:
```
! wB97M-V def2-TZVPD RIJCOSX def2/J DEFGRID3
* xyz 0 1
N -2.390 -0.288 -0.308
C -1.201 0.123 -0.225
C -0.034 -0.833 -0.212
C 1.085 0.068 0.213
O 2.386 -0.293 0.363
C 0.622 1.315 0.269
O -0.748 1.404 -0.031
H -3.111 0.419 -0.217
H -0.346 -1.639 0.463
H 0.147 -1.268 -1.201
H 2.457 -1.254 0.417
H 1.132 2.246 0.468
*
```

=====

This record from OMol25 describes CHClS in the gas phase in a non-equilibrium geometry. The level of theory is ωB97M-V with the def2-TZVPD basis set.

Computed properties:
- gap between HOMO and LUMO (alpha / beta) (hartree) = 0.319 / 0.265
- HOMO level (alpha / beta) (Eh) = -0.293 / -0.359
- LUMO (alpha / beta) (Ha) = 0.0256 / -0.0937
- E (eV) = -24406.898
- F_max (eV/A) = 7.0
- ⟨S²⟩ = 2.01

ORCA input file:
```
! wB97M-V def2-TZVPD RIJCOSX def2/J DEFGRID3
* xyz 0 3
C 0.683 0.508 0.244
S 0.276 1.667 1.817
Cl 2.070 0.616 -0.542
H -0.082 0.092 -0.192
*
```

=====

This record from OMol25 describes 2 unconnected molecules or ions with the total composition BrHN2 in a non-equilibrium geometry. The level of theory is ωB97M-V with the def2-TZVPD basis set.

Computed properties:
- relative energy (zero: lowest compared OMol25 entry of this formula, charge and spin) (kJ/mol) = 0.9
- gap between HOMO and LUMO (hartree) = 0.439
- HOMO level (Eh) = -0.405
- LUMO (Ha) = 0.0340
- E (eV) = -73039.756
- F_max (eV/A) = 1.5
- structure (SMILES) = N#N.Br

ORCA input file:
```
! wB97M-V def2-TZVPD RIJCOSX def2/J DEFGRID3
* xyz 0 1
N -2.907 -0.490 -0.026
N -1.860 -0.162 0.030
Br 1.831 0.754 -0.003
H 2.936 -0.102 -0.002
*
```

=====

This record from OMol25 describes C6H5IO2S in the gas phase in a non-equilibrium geometry. The level of theory is ωB97M-V with the def2-TZVPD basis set.

Computed properties:
- gap between HOMO and LUMO (alpha / beta) (hartree) = 0.207 / 0.280
- HOMO level (alpha / beta) (Eh) = -0.272 / -0.300
- LUMO (alpha / beta) (Ha) = -0.0642 / -0.0203
- E (eV) = -29328.998
- F_max (eV/A) = 4.0

ORCA input file:
```
! wB97M-V def2-TZVPD RIJCOSX def2/J DEFGRID3
* xyz 0 1
C 2.276 0.269 -0.172
C 1.149 -2.022 -0.160
C 0.932 0.278 0.113
C 0.291 -1.004 0.154
C -1.065 1.262 -0.309
C -2.089 0.716 0.637
O 0.253 1.489 0.251
O -0.811 -1.210 0.787
S 2.770 -1.468 -0.427
I -3.657 -0.277 -0.216
H 3.109 0.943 -0.292
H 0.980 -2.999 -0.067
H -0.870 0.641 -1.289
H -1.304 2.328 -0.633
H -1.963 1.053 1.623
*
```

=====

This record from OMol25 describes a molecular structure, C6H10 in a non-equilibrium geometry. The level of theory is ωB97M-V with the def2-TZVPD basis set.

Computed properties:
- relative energy (zero: lowest compared OMol25 entry of this formula, charge and spin) (kJ/mol) = 285.1
- gap between HOMO and LUMO (hartree) = 0.337
- HOMO level (Eh) = -0.293
- LUMO (Ha) = 0.0437
- E (eV) = -6380.904
- F_max (eV/A) = 2.8

ORCA input file:
```
! wB97M-V def2-TZVPD RIJCOSX def2/J DEFGRID3
* xyz 0 1
C 2.059 -0.114 0.013
C 0.582 -0.229 0.374
C -0.763 -1.187 -0.794
C -1.917 -0.356 -0.436
C -1.640 0.767 0.231
C -0.188 1.047 0.510
H 2.580 0.551 0.725
H 2.182 0.318 -0.982
H 2.596 -1.071 0.046
H 0.508 -0.813 1.321
H -0.679 -1.386 -1.873
H -0.138 -1.717 -0.128
H -2.925 -0.543 -0.819
H -2.400 1.486 0.511
H 0.204 1.776 -0.211
H -0.061 1.469 1.512
*
```

=====

This record from OMol25 describes 2 unconnected molecules or ions with the total composition C2H4N2S in a non-equilibrium geometry. The level of theory is ωB97M-V with the def2-TZVPD basis set.

Computed properties:
- relative energy (zero: lowest compared OMol25 entry of this formula, charge and spin) (kJ/mol) = 450.7
- gap between HOMO and LUMO (alpha / beta) (hartree) = 0.198 / 0.197
- HOMO level (alpha / beta) (Eh) = -0.343 / -0.342
- LUMO (alpha / beta) (Ha) = -0.1451 / -0.1454
- E (eV) = -15949.212
- F_max (eV/A) = 3.2

ORCA input file:
```
! wB97M-V def2-TZVPD RIJCOSX def2/J DEFGRID3
* xyz 0 1
C 0.558 1.330 -0.217
C -1.258 -0.128 0.214
N 1.270 2.207 0.084
N -0.165 0.353 -0.571
S 1.655 -1.902 -0.156
H -1.391 0.262 1.169
H -2.132 0.224 -0.333
H -1.161 -1.309 0.326
H 2.624 -1.036 -0.514
*
```

=====

This record from OMol25 describes a molecular structure, C7H9FeNO5 in a non-equilibrium geometry. The level of theory is ωB97M-V with the def2-TZVPD basis set.

Computed properties:
- relative energy (zero: lowest compared OMol25 entry of this formula, charge and spin) (kJ/mol) = 0.0
- gap between HOMO and LUMO (alpha / beta) (hartree) = 0.303 / 0.237
- HOMO level (alpha / beta) (Eh) = -0.780 / -0.879
- LUMO (alpha / beta) (Ha) = -0.4775 / -0.6421
- E (eV) = -53479.752
- F_max (eV/A) = 13.5
- ⟨S²⟩ = 8.80

ORCA input file:
```
! wB97M-V def2-TZVPD RIJCOSX def2/J DEFGRID3
* xyz 3 6
Fe 0.260 0.116 -2.037
O 0.281 3.023 -1.854
C 0.354 1.907 -2.150
C 0.371 -1.701 -2.129
O 0.296 -2.803 -1.792
C 1.982 0.107 -1.956
O 3.141 0.085 -1.941
C -1.927 0.092 -2.189
O -2.994 0.072 -1.796
H 0.361 0.493 -3.958
H 0.363 -0.310 -3.956
C -1.553 0.236 2.182
N -0.141 -0.098 2.014
C 0.692 -0.366 3.171
C 0.389 -0.161 0.805
O -0.351 0.081 -0.215
H -1.745 0.214 3.254
H -2.193 -0.497 1.675
H -1.770 1.238 1.788
H 1.114 -1.377 3.109
H 1.528 0.342 3.212
H 0.078 -0.271 4.063
H 1.465 -0.422 0.701
*
```

=====

Q: Which value of F_max does entry 1 give?
A: 0.6 eV/A

=====

Repeat the first record exactly.
This record from OMol25 describes C4H5NO2 in the gas phase. The level of theory is ωB97M-V with the def2-TZVPD basis set.

Computed properties:
- relative energy (zero: lowest compared OMol25 entry of this formula, charge and spin) (kJ/mol) = 135.9
- gap between HOMO and LUMO (hartree) = 0.335
- HOMO level (Eh) = -0.313
- LUMO (Ha) = 0.0221
- E (eV) = -9812.907
- F_max (eV/A) = 0.6
- structure (SMILES) = [H]/N=C1/CC(O)=CO1

ORCA input file:
```
! wB97M-V def2-TZVPD RIJCOSX def2/J DEFGRID3
* xyz 0 1
N -2.390 -0.288 -0.308
C -1.201 0.123 -0.225
C -0.034 -0.833 -0.212
C 1.085 0.068 0.213
O 2.386 -0.293 0.363
C 0.622 1.315 0.269
O -0.748 1.404 -0.031
H -3.111 0.419 -0.217
H -0.346 -1.639 0.463
H 0.147 -1.268 -1.201
H 2.457 -1.254 0.417
H 1.132 2.246 0.468
*
```

=====

What did the third record say?
This record from OMol25 describes 2 unconnected molecules or ions with the total composition BrHN2 in a non-equilibrium geometry. The level of theory is ωB97M-V with the def2-TZVPD basis set.

Computed properties:
- relative energy (zero: lowest compared OMol25 entry of this formula, charge and spin) (kJ/mol) = 0.9
- gap between HOMO and LUMO (hartree) = 0.439
- HOMO level (Eh) = -0.405
- LUMO (Ha) = 0.0340
- E (eV) = -73039.756
- F_max (eV/A) = 1.5
- structure (SMILES) = N#N.Br

ORCA input file:
```
! wB97M-V def2-TZVPD RIJCOSX def2/J DEFGRID3
* xyz 0 1
N -2.907 -0.490 -0.026
N -1.860 -0.162 0.030
Br 1.831 0.754 -0.003
H 2.936 -0.102 -0.002
*
```

=====

Q: Number 2 is which compound?
A: CHClS